No. 1
The following is a quantum chemistry calculation of a structure of composition C23H34AgAs2N4O2, from OMol25.

```
66
Properties=species:S:1:pos:R:3:mulliken_charge:R:1
Ag 0.56041 0.72671 -0.60358 -0.07
C -1.69469 -2.86459 -1.83498 -1.48
As -0.44079 -1.35009 -2.11208 0.82
C -0.98379 -0.92899 -3.95528 -1.01
C 1.22771 -2.31469 -2.47988 0.02
C 1.21591 -3.68719 -2.70228 -0.21
C 2.38051 -4.40049 -2.92318 -0.81
C 3.59651 -3.74409 -2.91108 -0.80
C 3.62731 -2.37679 -2.69938 -0.20
C 2.46121 -1.64559 -2.49338 0.05
As 2.59631 0.29091 -2.18848 0.91
C 4.53971 0.56481 -2.02078 -1.36
C 2.41381 0.95151 -4.03388 -1.03
H -1.81429 -3.44499 -2.75078 0.46
H -2.67279 -2.47119 -1.54508 0.39
H -1.33249 -3.50919 -1.03138 0.44
H -0.79679 -1.77009 -4.62618 0.38
H -0.43469 -0.06299 -4.31558 0.20
H -2.04899 -0.68599 -3.95598 0.41
H 0.27991 -4.22379 -2.68998 0.32
H 2.34361 -5.46459 -3.09978 0.40
H 4.51431 -4.29009 -3.07108 0.39
H 4.58801 -1.87759 -2.67518 0.32
H 5.04261 0.32281 -2.95808 0.39
H 4.94721 -0.04379 -1.21258 0.43
H 4.72661 1.61481 -1.78498 0.38
H 2.94571 0.29981 -4.73058 0.35
H 2.83051 1.95991 -4.08468 0.43
H 1.36661 1.00631 -4.32118 0.21
C -2.63029 -0.83239 5.13512 -1.12
N -2.07709 -0.66979 3.82032 0.01
N -0.99309 0.13361 3.54012 0.39
C -0.83409 0.21681 2.16922 0.93
O 0.08391 0.86131 1.63732 -0.84
C -1.88959 -0.55499 1.61732 -0.87
C -2.63319 -1.05509 2.65112 0.50
C -3.86799 -1.87449 2.61942 -1.59
C -0.02659 0.53541 4.48092 0.26
C 0.42991 -0.33779 5.46142 0.00
C 1.41311 0.07461 6.34242 -0.69
C 1.97291 1.33551 6.22642 -0.45
C 1.54211 2.19021 5.22552 -0.72
C 0.52641 1.80541 4.36952 -0.28
H -2.20479 -0.08699 5.80452 0.45
H -2.41849 -1.82839 5.53752 0.34
H -3.71369 -0.70159 5.10682 0.38
H -2.04349 -0.71359 0.56672 0.30
H -4.13219 -2.12239 1.59772 0.34
H -4.69949 -1.32569 3.05862 0.36
H -3.73079 -2.79729 3.17762 0.36
H 0.03851 -1.34049 5.52062 0.45
H 1.76331 -0.60619 7.10352 0.38
H 2.74951 1.64201 6.91012 0.41
H 2.00441 3.15731 5.10592 0.37
H 0.17251 2.47411 3.60412 0.44
C -3.07149 4.87141 -2.66528 -0.98
N -2.52099 3.58131 -2.31198 -0.16
C -1.21189 3.26681 -2.21338 0.38
N -0.32209 4.27711 -2.37088 -0.38
O -0.84869 2.10291 -2.02708 -0.29
H -4.15329 4.78031 -2.71428 0.32
H -2.70559 5.20601 -3.63968 0.34
H -2.82339 5.62871 -1.91608 0.30
H -3.15459 2.80391 -2.22348 0.25
H -0.60719 5.24031 -2.37848 0.19
H 0.63241 4.08131 -2.11838 0.21
```

Computed properties:
frontier orbital gap = 0.3240 hartree
LUMO = -1.67 eV
HOMO energy = -10.5 eV
total charge = +1
electronic energy = -5884.66998 Eh

---

No. 2
The following is a quantum chemistry calculation of a structure of composition C23H34AlClN6O11P2Se at a distorted geometry, from OMol25.

```
79
Properties=species:S:1:pos:R:3:mulliken_charge:R:1
Al 11.91240 12.07310 9.55733 0.74
C 14.83045 14.71098 7.32980 -1.51
C 13.66111 13.83403 6.86982 0.90
O 13.57948 13.98420 5.45088 -0.62
P 13.96534 12.07531 7.18996 0.51
O 15.50699 11.81046 7.03022 -0.54
O 13.25444 11.26368 6.06461 -0.66
O 13.58998 11.67930 8.58357 -0.39
P 11.99415 14.26139 7.52772 1.01
O 11.98222 15.82052 7.59453 -0.59
O 11.00863 13.63264 6.60075 -0.79
O 11.92213 13.81564 9.03977 -0.30
H 15.60252 14.82569 6.55410 0.37
H 15.34973 14.40470 8.23606 0.30
H 14.32415 15.66830 7.62838 0.38
H 12.68235 13.65032 5.22317 0.43
H 15.69487 11.18694 6.25112 0.40
H 12.38141 10.79080 6.43208 0.49
H 11.04753 16.10954 7.49827 0.38
C 7.05543 9.05429 9.46376 -1.15
C 6.65681 10.05503 8.26022 0.49
C 6.29104 11.47363 8.61932 -1.12
C 7.66257 10.03912 7.11172 -0.74
N 9.01599 10.30502 7.51287 0.74
C 9.66652 10.80839 8.58521 -0.41
N 10.97446 10.85561 8.35671 0.76
N 11.10267 10.42123 7.07847 0.06
N 9.99172 9.99664 6.59212 -1.03
H 6.17213 8.68085 9.95448 0.40
H 7.53580 9.64868 10.26861 0.21
H 7.69402 8.17312 9.18329 0.29
H 5.76447 9.58962 7.84649 0.46
H 5.23899 11.42067 8.94187 0.39
H 6.28636 12.14976 7.77061 0.37
H 6.98873 11.95592 9.39902 0.12
H 7.46084 10.86568 6.38434 0.31
H 7.73159 9.12769 6.52772 0.36
H 9.18234 11.04923 9.50499 0.26
C 7.09432 13.09384 16.02946 -1.37
C 8.24332 12.11420 16.11017 0.73
C 8.63916 11.46286 17.30426 -0.94
C 9.73200 10.55783 17.31167 0.65
Cl 10.18268 9.79360 18.70205 -0.24
C 10.45519 10.27822 16.14432 -1.13
C 10.03710 10.87986 14.94818 -0.20
C 8.96380 11.80605 14.89523 0.04
O 8.53653 12.25448 13.64142 -0.40
C 9.47316 12.96951 12.79470 -0.45
C 9.37047 12.39500 11.36520 0.65
O 8.28377 11.97948 10.98474 -0.76
O 10.42477 12.43300 10.65950 -0.63
H 6.29742 12.78128 16.74548 0.37
H 6.72956 13.17655 15.04682 0.36
H 7.43840 14.05727 16.45659 0.28
H 8.03973 11.69124 18.12299 0.49
H 11.27274 9.58984 16.27939 0.49
H 10.46545 10.52926 14.00087 0.68
H 10.56088 12.99663 13.12390 0.39
H 9.10729 14.05268 12.76391 0.18
C 15.20118 11.79022 11.45304 -1.43
C 13.90940 11.01039 11.46018 0.67
N 13.98547 9.76825 11.96839 0.16
O 12.76226 11.49090 11.08495 -0.23
H 15.55788 11.96834 12.49611 0.39
H 15.02562 12.65178 10.89280 0.34
H 15.94381 11.17674 10.93665 0.42
H 14.88983 9.41203 12.26453 0.19
H 13.20026 9.09513 12.10054 -0.11
Se 11.72597 6.96314 12.72179 -0.40
C 13.48464 6.49471 12.06761 -0.01
C 13.68931 5.80479 10.83981 -0.42
C 14.96977 5.39928 10.54882 -0.29
N 15.99842 5.58638 11.35946 -0.63
C 15.84722 6.18240 12.52580 -0.29
C 14.61389 6.74277 12.87477 -0.46
H 12.78820 5.55524 10.24302 0.35
H 15.26293 4.93517 9.62355 0.39
H 16.75157 6.23587 13.13140 0.38
H 14.43256 7.11184 13.86158 0.48
```

Computed properties:
frontier orbital gap = 0.1996 hartree
LUMO = -0.71 eV
HOMO energy = -6.1 eV
relative energy (zero: lowest compared OMol25 entry of this formula, charge and spin) = 69.6 kJ/mol
electronic energy = -5840.12050 Eh

---

No. 3
The following is a quantum chemistry calculation of a structure of composition C23H34AuN7OP2S at a distorted geometry, from OMol25.

```
69
Properties=species:S:1:pos:R:3:mulliken_charge:R:1
Au 1.34580 -0.36872 -0.62197 1.35
S 1.24460 -0.56932 1.86003 -0.56
C -0.41710 -1.13462 1.85683 0.28
N -1.20600 -0.96932 2.89693 -0.50
N -0.76310 -0.45912 3.98903 0.43
C -1.58290 -0.08742 5.02353 0.68
C -2.97280 -0.25472 4.92863 -0.24
C -3.78010 0.21878 5.93853 -0.60
C -3.22070 0.84128 7.05103 -0.49
C -1.83980 0.97918 7.15963 -0.62
C -1.01700 0.51618 6.15513 -0.48
N -0.96770 -1.74372 0.81603 -0.58
N -0.44300 -1.73942 -0.33757 0.86
C -0.98810 -2.51822 -1.32437 -0.70
C -1.07680 -1.98452 -2.61597 0.33
C -1.65130 -2.72242 -3.62657 -0.92
C -2.09730 -4.01622 -3.37307 -0.50
C -1.98250 -4.56202 -2.09827 -0.65
C -1.44450 -3.81932 -1.06977 -0.36
H 0.24530 -0.25932 4.07593 0.23
H -3.37730 -0.75662 4.06483 0.42
H -4.84980 0.10238 5.86943 0.39
H -3.86150 1.21688 7.83263 0.40
H -1.41460 1.44518 8.03393 0.38
H 0.05490 0.61008 6.23103 0.35
H -0.73640 -0.96832 -2.76147 0.47
H -1.76180 -2.29352 -4.61067 0.45
H -2.52730 -4.59892 -4.17337 0.43
H -2.32060 -5.57012 -1.90637 0.42
H -1.33540 -4.21912 -0.07447 0.51
C 0.82100 1.02388 -4.13977 -1.24
P 1.75200 -0.01812 -2.96757 0.48
C 2.17130 -1.54922 -3.86317 -1.23
C 3.34610 0.88848 -2.90047 -0.90
C 4.37930 0.17398 -2.04457 -1.09
P 3.72170 -0.04232 -0.34907 0.56
C 4.04390 1.53228 0.48123 -1.20
C 4.79460 -1.26302 0.46753 -1.21
H -0.14010 0.57428 -4.38587 0.36
H 1.40400 1.15628 -5.05297 0.50
H 0.65390 1.99598 -3.67387 0.34
H 2.78430 -1.31872 -4.73557 0.46
H 1.26050 -2.05932 -4.17477 0.32
H 2.72110 -2.20672 -3.18977 0.38
H 3.11880 1.87198 -2.47467 0.27
H 3.70950 1.03008 -3.92517 0.59
H 5.30000 0.76428 -1.97517 0.56
H 4.63550 -0.80622 -2.45627 0.40
H 5.09610 1.79588 0.35223 0.51
H 3.80380 1.42558 1.53963 0.41
H 3.39540 2.29378 0.04593 0.28
H 5.83880 -0.95082 0.38583 0.44
H 4.66390 -2.24302 0.00793 0.39
H 4.51060 -1.32032 1.51933 0.40
C -3.46140 3.51668 -0.37507 -1.09
N -2.22100 2.78398 -0.45457 0.03
C -0.92300 3.41478 -0.53257 -0.39
C -0.01910 2.20198 -0.68137 -0.46
O 1.19940 2.18958 -0.79127 -0.57
N -0.77400 1.09038 -0.66097 0.49
C -2.05630 1.45938 -0.55047 0.08
N -3.05660 0.58228 -0.54547 -0.25
H -3.25160 4.50428 0.03473 0.36
H -4.16730 3.01218 0.28763 0.40
H -3.91790 3.63018 -1.36257 0.33
H -0.68430 3.96218 0.38423 0.38
H -0.84680 4.10068 -1.37867 0.36
H -2.85010 -0.40132 -0.57637 0.14
H -4.01140 0.88928 -0.47717 0.22
```

Computed properties:
frontier orbital gap = 0.1763 hartree
LUMO = -7.44 eV
HOMO energy = -12.2 eV
total charge = +2
electronic energy = -2571.45672 Eh

---

Which of these has the lowest electronic energy? C23H34AgAs2N4O2

---

The highest LUMO belongs to which entry? C23H34AlClN6O11P2Se

---

The highest HOMO energy belongs to which entry? C23H34AlClN6O11P2Se